# 1
The following is a DFT calculation (wB97M-V/def2-TZVPD) of a cluster of 6 separate species, C40H49ClF10O22P in total in a non-equilibrium geometry.

As for the total charge: -1. As for the HOMO energy: -5.11 eV. The HOMO-LUMO gap comes out at 6.8 eV. As for the LUMO energy: 0.0633 Ha. The total energy is -136308.6098 eV. Its largest force on an atom is 1.8 eV/A.

Bonds (Å) are listed after each position.
Element x y z (Å)
1 C 5.345 2.461 -1.473  C2 1.500, H40 1.088, H41 1.086, H42 1.090
2 C 4.010 1.922 -1.897  C1 1.500, O3 1.192, O4 1.386
3 O 3.587 0.861 -1.558  C2 1.192
4 O 3.290 2.823 -2.666  C2 1.386, C5 1.383
5 C 2.596 2.320 -3.751  O4 1.383, O6 1.197, C7 1.502
6 O 2.986 1.362 -4.352  C5 1.197
7 C 1.409 3.178 -4.087  C5 1.502, C8 1.568, H43 1.090, H44 1.085
8 C 0.184 2.825 -3.174  C7 1.568, C9 1.566, O17 1.398, C29 1.586
9 C -0.119 4.175 -2.441  C8 1.566, C10 1.516, H45 1.091, H46 1.094
10 C -1.203 4.378 -1.400  C9 1.516, C11 1.395, C16 1.395
11 C -2.514 3.904 -1.429  C10 1.395, C12 1.384, H47 1.077
12 C -3.411 4.195 -0.415  C11 1.384, C13 1.393, H48 1.085
13 C -3.046 4.959 0.691  C12 1.393, C14 1.510, C15 1.387
14 C -4.024 5.233 1.807  C13 1.510, H49 1.092, H50 1.089, H51 1.091
15 C -1.742 5.430 0.738  C13 1.387, C16 1.390, H52 1.085
16 C -0.850 5.147 -0.290  C10 1.395, C15 1.390, H53 1.085
17 O 0.646 1.947 -2.190  C8 1.398, P18 1.743
18 P -0.541 0.871 -1.501  O17 1.743, C19 1.932, C24 1.949, O28 1.784, H54 1.442, H55 1.430
19 C 0.239 -0.695 -2.321  P18 1.932, C20 1.540, H56 1.092, H57 1.093
20 C 0.746 -1.635 -1.212  C19 1.540, C21 1.505, H58 1.086, H59 1.093
21 C 1.099 -2.963 -1.826  C20 1.505, O22 1.204, O23 1.364
22 O 2.211 -3.351 -2.082  C21 1.204
23 O 0.036 -3.778 -2.083  C21 1.364, H60 0.967
24 C -2.030 -0.197 -0.838  P18 1.949, C25 1.520, H61 1.092, H62 1.098
25 C -2.244 -0.202 0.667  C24 1.520, C26 1.519, F27 1.425, H63 1.093
26 C -2.937 1.024 1.236  C25 1.519, H64 1.090, H65 1.089, H66 1.093
27 F -1.030 -0.401 1.385  C25 1.425
28 O -1.567 1.301 -2.896  P18 1.784, C29 1.399
29 C -0.955 2.019 -3.928  C8 1.586, O28 1.399, C30 1.553, C34 1.560
30 C -0.277 1.017 -4.901  C29 1.553, C31 1.551, H67 1.088, H68 1.085
31 C -1.022 -0.264 -5.359  C30 1.551, C32 1.532, H69 1.090, H70 1.090
32 C -2.453 -0.553 -4.896  C31 1.532, Cl33 1.816, H71 1.078, H72 1.087
33 Cl -3.571 -0.890 -6.286  C32 1.816
34 C -2.017 2.880 -4.679  C29 1.560, F35 1.372, F36 1.361, C37 1.541
35 F -2.054 4.188 -4.267  C34 1.372
36 F -3.276 2.407 -4.468  C34 1.361
37 C -1.912 3.055 -6.206  C34 1.541, F38 1.362, F39 1.345, H73 1.093
38 F -0.696 3.560 -6.556  C37 1.362
39 F -2.140 1.920 -6.890  C37 1.345
40 H 5.966 1.600 -1.234  C1 1.088
41 H 5.811 3.092 -2.223  C1 1.086
42 H 5.224 3.013 -0.540  C1 1.090
43 H 1.709 4.208 -3.896  C7 1.090
44 H 1.199 3.109 -5.149  C7 1.085
45 H 0.827 4.409 -1.951  C9 1.091
46 H -0.247 4.954 -3.199  C9 1.094
47 H -2.846 3.268 -2.232  C11 1.077
48 H -4.416 3.790 -0.464  C12 1.085
49 H -4.579 4.319 2.030  C14 1.092
50 H -4.717 6.037 1.564  C14 1.089
51 H -3.474 5.476 2.717  C14 1.091
52 H -1.386 6.013 1.581  C15 1.085
53 H 0.168 5.515 -0.211  C16 1.085
54 H 0.360 0.599 -0.409  P18 1.442
55 H -1.071 1.908 -0.669  P18 1.430
56 H -0.435 -1.225 -2.998  C19 1.092
57 H 1.142 -0.396 -2.858  C19 1.093
58 H 1.645 -1.215 -0.771  C20 1.086
59 H -0.026 -1.821 -0.462  C20 1.093
60 H -0.769 -3.244 -2.018  O23 0.967
61 H -2.919 0.249 -1.287  C24 1.092
62 H -1.997 -1.234 -1.194  C24 1.098
63 H -2.863 -1.062 0.936  C25 1.093
64 H -3.868 1.187 0.694  C26 1.090
65 H -2.299 1.904 1.165  C26 1.089
66 H -3.197 0.842 2.283  C26 1.093
67 H 0.113 1.519 -5.784  C30 1.088
68 H 0.623 0.690 -4.391  C30 1.085
69 H -0.412 -1.124 -5.084  C31 1.090
70 H -1.025 -0.290 -6.448  C31 1.090
71 H -2.923 0.220 -4.309  C32 1.078
72 H -2.488 -1.470 -4.313  C32 1.087
73 H -2.665 3.794 -6.494  C37 1.093
74 C 4.251 5.044 3.492  C75 1.514, O79 1.428, H81 1.091, H82 1.086
75 C 5.585 4.820 2.810  C74 1.514, O76 1.412, F80 1.355, H83 1.092
76 O 5.197 4.486 1.494  C75 1.412, C77 1.370
77 C 3.992 5.091 1.250  O76 1.370, O78 1.181, O79 1.355
78 O 3.516 5.228 0.178  C77 1.181
79 O 3.444 5.518 2.413  C74 1.428, C77 1.355
80 F 6.270 3.785 3.354  C75 1.355
81 H 3.846 4.105 3.871  C74 1.091
82 H 4.287 5.779 4.291  C74 1.086
83 H 6.236 5.696 2.784  C75 1.092
84 C 1.150 -1.242 2.395  C85 1.513, O89 1.442, H91 1.092, H92 1.086
85 C 2.111 -0.176 2.877  C84 1.513, O86 1.421, F90 1.350, H93 1.092
86 O 1.653 0.073 4.198  C85 1.421, C87 1.359
87 C 1.053 -1.059 4.649  O86 1.359, O88 1.187, O89 1.348
88 O 0.778 -1.274 5.784  C87 1.187
89 O 0.830 -1.913 3.630  C84 1.442, C87 1.348
90 F 2.032 0.966 2.160  C85 1.350
91 H 0.246 -0.805 1.968  C84 1.092
92 H 1.590 -1.938 1.687  C84 1.086
93 H 3.156 -0.489 2.919  C85 1.092
94 C -1.992 -4.060 3.915  C95 1.516, O99 1.422, H101 1.091, H102 1.086
95 C -3.253 -4.896 4.017  C94 1.516, O96 1.414, F100 1.362, H103 1.091
96 O -4.255 -4.008 3.562  C95 1.414, C97 1.369
97 C -3.653 -3.121 2.711  O96 1.369, O98 1.180, O99 1.346
98 O -4.200 -2.392 1.962  C97 1.180
99 O -2.315 -3.199 2.830  C94 1.422, C97 1.346
100 F -3.533 -5.263 5.299  C95 1.362
101 H -1.824 -3.463 4.812  C94 1.091
102 H -1.096 -4.631 3.689  C94 1.086
103 H -3.258 -5.790 3.391  C95 1.091
104 C -5.003 -7.092 7.743  C105 1.513, O109 1.431, H111 1.089, H112 1.086
105 C -5.504 -8.484 7.427  C104 1.513, O106 1.413, F110 1.355, H113 1.092
106 O -4.354 -9.277 7.644  C105 1.413, C107 1.366
107 C -3.575 -8.637 8.565  O106 1.366, O108 1.183, O109 1.354
108 O -2.674 -9.136 9.148  C107 1.183
109 O -3.993 -7.359 8.721  C104 1.431, C107 1.354
110 F -5.898 -8.611 6.137  C105 1.355
111 H -4.551 -6.631 6.865  C104 1.089
112 H -5.766 -6.435 8.150  C104 1.086
113 H -6.308 -8.837 8.074  C105 1.092
114 C 5.944 -3.585 -1.964  C115 1.510, O119 1.435, H121 1.091, H122 1.087
115 C 5.434 -4.965 -2.303  C114 1.510, O116 1.421, F120 1.354, H123 1.090
116 O 6.442 -5.809 -1.764  C115 1.421, C117 1.361
117 C 7.026 -5.142 -0.732  O116 1.361, O118 1.186, O119 1.352
118 O 7.734 -5.640 0.080  C117 1.186
119 O 6.678 -3.835 -0.757  C114 1.435, C117 1.352
120 F 5.354 -5.173 -3.638  C115 1.354
121 H 6.626 -3.220 -2.734  C114 1.091
122 H 5.150 -2.862 -1.798  C114 1.087
123 H 4.474 -5.209 -1.847  C115 1.090

---

# 2
The following is a DFT calculation (wB97M-V/def2-TZVPD) of a cluster of 9 separate species, C40H49FN9O5S in total in a non-equilibrium geometry.

As for the total charge: +1. As for the HOMO energy: -9.34 eV. The HOMO-LUMO gap comes out at 2.3 eV. As for the LUMO energy: -0.2574 Ha. The total energy is -79454.1697 eV. Its largest force on an atom is 9.2 eV/A.

Bonds (Å) are listed after each position.
Element x y z (Å)
1 O -5.356 0.909 -5.086  C2 1.355
2 C -4.674 1.355 -4.003  O1 1.355, O3 1.473, C4 1.671
3 O -5.328 1.185 -2.695  C2 1.473, H17 1.003
4 C -3.151 2.008 -4.219  C2 1.671, C5 1.644, H18 1.186, H19 1.188
5 C -2.245 1.861 -2.855  C4 1.644, C6 1.639, H20 1.194, H21 1.189
6 C -1.457 3.225 -2.399  C5 1.639, C7 1.672, C12 1.639
7 C 0.210 3.232 -2.518  C6 1.672, N8 1.513, H22 1.193
8 N 1.083 4.397 -2.101  C7 1.513, C9 1.513, H23 1.064
9 C 0.512 5.676 -1.529  N8 1.513, C10 1.672, H24 1.193
10 C -1.143 5.841 -1.356  C9 1.672, O11 1.474, C12 1.660
11 O -1.598 7.130 -0.804  C10 1.474, H25 1.009
12 C -2.140 4.587 -1.794  C6 1.639, C10 1.660, S13 1.874
13 S -3.993 4.727 -1.557  C12 1.874, O14 1.548, O15 1.572, F16 1.749
14 O -4.844 4.347 -2.793  S13 1.548
15 O -4.336 3.883 -0.276  S13 1.572
16 F -4.467 6.360 -1.146  S13 1.749
17 H -4.983 1.830 -2.008  O3 1.003
18 H -3.217 3.119 -4.628  C4 1.186
19 H -2.658 1.374 -5.095  C4 1.188
20 H -1.398 1.060 -3.110  C5 1.194
21 H -2.834 1.390 -1.935  C5 1.189
22 H 0.781 2.277 -2.948  C7 1.193
23 H 2.142 4.341 -2.170  N8 1.064
24 H 1.210 6.575 -1.174  C9 1.193
25 H -1.898 6.919 0.137  O11 1.009
26 N -2.344 -1.401 -0.110  C27 1.371, C30 1.371, H31 1.012
27 C -2.813 -2.042 -1.226  N26 1.371, C28 1.377, H32 1.082
28 C -1.897 -3.007 -1.580  C27 1.377, C29 1.415, H33 1.082
29 C -0.840 -2.949 -0.641  C28 1.415, C30 1.377, H34 1.082
30 C -1.143 -1.951 0.258  N26 1.371, C29 1.377, H35 1.082
31 H -2.811 -0.641 0.369  N26 1.012
32 H -3.756 -1.757 -1.673  C27 1.082
33 H -1.981 -3.680 -2.424  C28 1.082
34 H 0.046 -3.570 -0.621  C29 1.082
35 H -0.609 -1.585 1.124  C30 1.082
36 N -6.896 -1.793 -5.141  C37 1.371, C40 1.371, H41 1.012
37 C -5.863 -2.693 -5.125  N36 1.371, C38 1.377, H42 1.082
38 C -6.401 -3.960 -5.159  C37 1.377, C39 1.415, H43 1.082
39 C -7.808 -3.820 -5.202  C38 1.415, C40 1.377, H44 1.082
40 C -8.087 -2.471 -5.193  N36 1.371, C39 1.377, H45 1.082
41 H -6.797 -0.787 -5.119  N36 1.012
42 H -4.835 -2.356 -5.090  C37 1.082
43 H -5.840 -4.886 -5.154  C38 1.082
44 H -8.540 -4.616 -5.237  C39 1.082
45 H -9.027 -1.937 -5.218  C40 1.082
46 N 2.459 -1.346 1.593  C47 1.371, C50 1.371, H51 1.012
47 C 3.754 -1.197 1.168  N46 1.371, C48 1.377, H52 1.082
48 C 4.383 -0.316 2.019  C47 1.377, C49 1.415, H53 1.082
49 C 3.436 0.076 2.995  C48 1.415, C50 1.377, H54 1.082
50 C 2.258 -0.578 2.710  N46 1.371, C49 1.377, H55 1.082
51 H 1.762 -1.932 1.153  N46 1.012
52 H 4.115 -1.728 0.297  C47 1.082
53 H 5.412 0.009 1.945  C48 1.082
54 H 3.596 0.760 3.818  C49 1.082
55 H 1.296 -0.561 3.205  C50 1.082
56 N 5.381 -0.688 5.528  C57 1.371, C60 1.371, H61 1.012
57 C 5.042 -0.630 6.854  N56 1.371, C58 1.377, H62 1.082
58 C 6.118 -0.122 7.547  C57 1.377, C59 1.415, H63 1.082
59 C 7.140 0.141 6.605  C58 1.415, C60 1.377, H64 1.082
60 C 6.658 -0.215 5.365  N56 1.371, C59 1.377, H65 1.082
61 H 4.784 -1.025 4.784  N56 1.012
62 H 4.066 -0.955 7.190  C57 1.082
63 H 6.161 0.042 8.616  C58 1.082
64 H 8.123 0.546 6.808  C59 1.082
65 H 7.112 -0.173 4.385  C60 1.082
66 N 2.031 0.121 9.249  C67 1.371, C70 1.371, H71 1.012
67 C 0.958 0.098 8.397  N66 1.371, C68 1.377, H72 1.082
68 C -0.146 -0.305 9.115  C67 1.377, C69 1.415, H73 1.082
69 C 0.275 -0.526 10.448  C68 1.415, C70 1.377, H74 1.082
70 C 1.623 -0.253 10.503  N66 1.371, C69 1.377, H75 1.082
71 H 2.976 0.376 8.993  N66 1.012
72 H 1.072 0.367 7.356  C67 1.082
73 H -1.147 -0.425 8.721  C68 1.082
74 H -0.340 -0.850 11.278  C69 1.082
75 H 2.325 -0.294 11.325  C70 1.082
76 N 0.846 -4.554 3.153  C77 1.371, C80 1.371, H81 1.012
77 C 0.203 -4.576 4.363  N76 1.371, C78 1.377, H82 1.082
78 C -0.748 -5.570 4.322  C77 1.377, C79 1.415, H83 1.082
79 C -0.672 -6.174 3.044  C78 1.415, C80 1.377, H84 1.082
80 C 0.323 -5.529 2.344  N76 1.371, C79 1.377, H85 1.082
81 H 1.591 -3.919 2.897  N76 1.012
82 H 0.476 -3.882 5.147  C77 1.082
83 H -1.423 -5.833 5.126  C78 1.082
84 H -1.278 -6.991 2.674  C79 1.082
85 H 0.701 -5.679 1.342  C80 1.082
86 N 2.363 6.325 -4.190  C87 1.371, C90 1.371, H91 1.012
87 C 3.641 6.500 -4.653  N86 1.371, C88 1.377, H92 1.082
88 C 3.598 7.401 -5.694  C87 1.377, C89 1.415, H93 1.082
89 C 2.246 7.788 -5.860  C88 1.415, C90 1.377, H94 1.082
90 C 1.506 7.111 -4.917  N86 1.371, C89 1.377, H95 1.082
91 H 2.094 5.713 -3.431  N86 1.012
92 H 4.470 5.968 -4.205  C87 1.082
93 H 4.447 7.744 -6.269  C88 1.082
94 H 1.855 8.486 -6.589  C89 1.082
95 H 0.446 7.120 -4.702  C90 1.082
96 N 0.937 -3.500 -4.022  C97 1.371, C100 1.371, H101 1.012
97 C 0.467 -4.141 -5.139  N96 1.371, C98 1.377, H102 1.082
98 C 1.384 -5.106 -5.493  C97 1.377, C99 1.415, H103 1.082
99 C 2.440 -5.048 -4.553  C98 1.415, C100 1.377, H104 1.082
100 C 2.137 -4.050 -3.655  N96 1.371, C99 1.377, H105 1.082
101 H 0.470 -2.740 -3.544  N96 1.012
102 H -0.476 -3.856 -5.586  C97 1.082
103 H 1.300 -5.779 -6.336  C98 1.082
104 H 3.327 -5.669 -4.533  C99 1.082
105 H 2.672 -3.684 -2.788  C100 1.082